No. 1
This record from the Open Molecules 2025 dataset describes C31H57I2N8O6PS as an isolated structure. The level of theory is ωB97M-V with the def2-TZVPD basis set.

Cartesian coordinates (Å):
C1 1.64 5.45 0.99
C2 1.75 4.64 2.29
P1 1.28 2.83 2.18
C3 0.56 2.57 0.52
C4 1.67 2.54 -0.55
C5 -0.08 2.79 3.41
C6 0.23 2.56 4.72
C7 1.59 2.23 5.19
I1 2.29 0.32 4.64
C8 2.36 2.97 5.98
C9 3.71 2.60 6.54
I2 1.73 4.91 6.50
C10 -0.78 2.59 5.75
C11 -2.08 2.82 5.50
C12 -2.45 3.05 4.15
N1 -3.69 3.30 3.71
S1 -3.56 3.50 2.13
N2 -2.00 3.28 1.91
C13 -1.46 3.03 3.12
H1 1.75 6.50 1.22
H2 0.67 5.31 0.52
H3 2.43 5.17 0.29
H4 2.75 4.69 2.70
H5 1.08 5.10 3.02
H6 0.00 1.64 0.51
H7 -0.17 3.34 0.27
H8 1.64 1.64 -1.15
H9 2.66 2.65 -0.09
H10 1.55 3.38 -1.23
H11 4.47 2.61 5.77
H12 3.97 3.28 7.35
H13 3.64 1.61 7.00
H14 -0.46 2.42 6.77
H15 -2.81 2.85 6.29
C14 0.29 0.32 -4.38
C15 1.67 0.94 -4.33
O1 1.98 1.75 -3.46
N3 2.56 0.56 -5.28
C16 2.39 -0.36 -6.39
H16 -0.29 0.72 -3.56
H17 -0.20 0.57 -5.33
H18 0.35 -0.76 -4.28
H19 3.45 1.01 -5.17
H20 3.10 -1.18 -6.31
H21 2.56 0.15 -7.33
H22 1.38 -0.77 -6.38
C17 3.90 -4.30 -8.80
C18 3.07 -3.08 -9.12
O2 3.37 -1.97 -8.70
N4 1.97 -3.25 -9.89
C19 1.46 -4.49 -10.46
H23 4.74 -3.99 -8.18
H24 3.31 -5.04 -8.25
H25 4.29 -4.76 -9.71
H26 1.46 -2.40 -10.07
H27 1.42 -4.41 -11.55
H28 0.45 -4.69 -10.10
H29 2.10 -5.32 -10.19
C20 -1.15 -2.23 7.24
C21 -1.81 -2.88 6.05
O3 -2.06 -4.08 6.02
N5 -2.13 -2.08 5.00
C22 -1.91 -0.65 4.86
H30 -0.96 -2.99 7.99
H31 -0.20 -1.77 6.95
H32 -1.79 -1.46 7.67
H33 -2.56 -2.57 4.23
H34 -2.87 -0.13 4.71
H35 -1.28 -0.45 3.99
H36 -1.43 -0.24 5.74
C23 -3.47 -5.93 -0.17
C24 -2.47 -4.92 0.35
O4 -1.79 -4.24 -0.39
N6 -2.38 -4.79 1.70
C25 -3.11 -5.50 2.73
H37 -3.42 -5.91 -1.26
H38 -3.22 -6.93 0.17
H39 -4.48 -5.69 0.15
H40 -1.70 -4.10 1.99
H41 -3.67 -4.80 3.35
H42 -2.42 -6.04 3.38
H43 -3.80 -6.21 2.29
C26 4.68 3.97 -9.09
C27 3.78 3.56 -7.95
O5 2.60 3.29 -8.12
N7 4.33 3.50 -6.71
C28 5.70 3.78 -6.32
H44 4.09 3.97 -10.00
H45 5.08 4.97 -8.93
H46 5.51 3.27 -9.20
H47 3.67 3.23 -5.99
H48 6.15 2.90 -5.86
H49 5.72 4.60 -5.59
H50 6.29 4.07 -7.18
C29 -7.66 -1.50 7.19
C30 -6.17 -1.28 7.06
O6 -5.55 -0.53 7.80
N8 -5.52 -1.96 6.07
C31 -6.07 -2.88 5.10
H51 -8.01 -0.89 8.02
H52 -8.18 -1.20 6.28
H53 -7.88 -2.54 7.40
H54 -4.53 -1.77 6.03
H55 -5.59 -3.86 5.20
H56 -5.90 -2.52 4.08
H57 -7.14 -3.00 5.24

HOMO, eV: -7.8
LUMO, eV: -0.63
Spin multiplicity: 1

Here are the Mulliken charges for atoms 1 to 8, given in e: C -1.288; C -0.458; P 0.067; C -0.462; C -1.175; C 0.388; C 0.236; C -1.718

No. 2
This record from the Open Molecules 2025 dataset describes an isolated ion of composition C3NO3 and charge -1 in a non-equilibrium geometry. The level of theory is ωB97M-V with the def2-TZVPD basis set.

Cartesian coordinates (Å):
C1 -0.81 -0.88 0.77
C2 1.40 0.73 -0.26
C3 -1.03 -0.03 -0.30
N1 0.38 0.35 -0.70
O1 -0.57 -1.07 1.91
O2 2.54 0.98 -0.16
O3 -1.91 -0.02 -1.15

HOMO, eV: -2.0
Total charge: -1
LUMO, eV: 3.88
Spin multiplicity: 1

So, what does the Mulliken scheme give us? The charges, in e, come out as: C 0.097; C 0.513; C 0.313; N -0.236; O -0.424; O -0.556; O -0.707

No. 3
This record from the Open Molecules 2025 dataset describes one molecule with the formula C4H7NO. The level of theory is ωB97M-V with the def2-TZVPD basis set.

Cartesian coordinates (Å):
O1 1.06 -2.28 -0.41
C1 0.12 -1.82 -1.02
C2 -0.61 -0.54 -0.70
C3 -0.14 0.22 0.53
C4 0.88 1.30 0.64
N1 -0.54 1.63 0.60
H1 -0.32 -2.38 -1.88
H2 -1.65 -0.84 -0.53
H3 -0.64 0.08 -1.61
H4 -0.19 -0.40 1.42
H5 1.49 1.70 -0.16
H6 1.33 1.34 1.63
H7 -0.78 1.99 1.51

SMILES string: O=CC[C@H]1CN1
HOMO, eV: -9.8
LUMO, eV: 1.06
Spin multiplicity: 1

Here are the Mulliken charges for atoms 1 to 8, given in e: O -0.472; C 0.030; C -0.669; C 0.160; C -0.420; N -0.622; H 0.332; H 0.274